Entry 1:
Below is a structure of composition C20H47BInO11P2SSi2 at a distorted geometry, with properties calculated with ωB97M-V with the def2-TZVPD basis set.

Structure (XYZ):
```
85
Properties=species:S:1:pos:R:3:forces:R:3
C 5.620 -3.111 1.525 0.0 -0.2 -0.1
C 6.314 -3.340 0.182 -0.4 0.0 -0.1
C 5.515 -2.779 -1.012 0.4 0.2 0.3
C 6.264 -1.722 -1.839 -0.4 -0.5 -0.5
C 5.306 -0.721 -2.493 0.2 0.1 0.2
C 4.968 0.544 -1.661 -0.1 -0.4 -0.1
C 5.575 0.621 -0.260 0.0 0.6 0.0
C 4.819 1.605 0.630 -0.2 -0.1 -0.4
C 3.423 1.066 0.986 0.4 0.1 0.6
C 2.947 1.432 2.408 -0.1 0.1 -0.6
C 1.652 2.241 2.432 0.1 -0.1 0.7
C 0.377 1.369 2.416 -0.4 0.7 -0.3
Si -0.469 1.219 0.810 0.8 -2.0 0.6
O 0.377 0.383 -0.302 -0.8 0.4 0.1
B 0.461 -1.006 -0.361 0.3 -0.6 -0.4
O 1.481 -1.696 0.224 -0.2 0.1 -0.5
O -0.557 -1.657 -1.024 0.1 0.4 0.0
O -1.940 0.416 1.044 1.0 1.0 -0.5
Si -3.258 1.017 0.344 -1.2 -1.4 0.8
C -4.540 -0.349 0.348 0.2 -0.1 -0.5
C -4.657 -1.336 -0.840 -0.3 0.0 0.7
C -5.046 -2.762 -0.436 -0.4 0.0 0.4
C -6.429 -2.870 0.194 -0.2 0.0 -0.4
S -6.962 -4.570 0.381 -0.6 0.3 0.3
O -6.505 -4.997 1.701 0.5 -0.1 -0.2
O -8.314 -4.668 -0.009 0.2 -0.2 0.3
O -6.035 -5.364 -0.649 0.3 0.2 0.1
C -3.909 2.622 1.031 -0.3 0.0 -0.4
O -3.781 3.413 -0.184 -0.4 -0.1 0.1
C -3.700 4.839 -0.190 -0.6 0.3 0.8
C -4.493 5.555 0.837 0.0 0.0 -0.1
O -3.040 5.288 -1.048 0.6 0.2 -1.2
P -2.758 2.006 -1.733 -0.3 -1.1 1.1
C -1.538 1.348 -2.808 0.1 0.1 -0.9
O -4.036 2.056 -2.613 -0.2 0.4 -0.1
P -0.864 3.289 -0.066 1.5 0.7 2.8
O -1.456 4.124 1.006 0.1 -0.2 -0.6
H 5.775 -2.098 1.893 0.0 0.1 0.1
H 5.984 -3.818 2.266 0.1 0.1 0.2
H 4.544 -3.281 1.441 -0.1 0.0 0.0
H 6.453 -4.407 0.034 0.2 -0.1 0.0
H 7.297 -2.876 0.210 0.2 -0.1 0.0
H 5.239 -3.599 -1.673 -0.2 0.0 -0.1
H 4.578 -2.342 -0.640 -0.1 0.0 0.1
H 7.053 -1.249 -1.261 0.0 0.2 0.1
H 6.761 -2.261 -2.644 0.2 0.0 0.0
H 4.379 -1.258 -2.706 -0.1 -0.1 -0.2
H 5.712 -0.428 -3.456 0.0 0.1 -0.1
H 5.276 1.426 -2.219 0.0 0.1 0.0
H 3.878 0.619 -1.592 -0.1 0.0 0.1
H 6.598 0.984 -0.342 0.2 -0.2 0.0
H 5.597 -0.343 0.245 0.0 -0.1 -0.1
H 5.394 1.820 1.528 0.0 0.0 0.1
H 4.704 2.537 0.071 0.1 0.2 0.2
H 2.709 1.455 0.259 -0.1 -0.3 -0.1
H 3.480 -0.020 0.914 -0.2 -0.1 -0.2
H 3.727 2.004 2.901 0.0 0.0 0.1
H 2.775 0.526 2.988 0.2 0.0 0.2
H 1.631 2.794 3.369 -0.1 0.2 0.0
H 1.655 2.991 1.636 0.0 0.1 -0.1
H 0.562 0.335 2.723 0.1 -0.1 0.0
H -0.373 1.767 3.105 0.0 0.0 0.1
H 2.282 -1.760 -0.314 0.3 0.0 0.4
H -0.264 -2.552 -1.233 -0.2 -0.1 0.1
H -5.502 0.102 0.592 -0.1 -0.1 0.0
H -4.232 -0.924 1.229 0.1 0.2 0.2
H -3.732 -1.384 -1.412 0.0 0.0 -0.2
H -5.489 -1.012 -1.465 0.3 0.2 -0.4
H -5.023 -3.378 -1.328 0.3 -0.2 0.0
H -4.406 -3.211 0.361 0.4 0.7 -1.0
H -6.434 -2.477 1.209 -0.2 0.0 0.1
H -7.235 -2.398 -0.364 0.1 0.1 -0.2
H -5.750 -6.198 -0.242 -0.4 -0.3 -0.3
H -3.337 2.979 1.883 0.1 0.4 -0.2
H -4.960 2.534 1.309 -0.1 0.1 0.0
H -4.055 5.420 1.824 0.0 0.0 0.1
H -4.459 6.605 0.570 0.0 0.1 0.1
H -5.525 5.211 0.827 -0.1 -0.1 0.1
H -0.530 1.576 -2.469 0.1 -0.3 0.1
H -1.663 1.771 -3.809 0.0 0.0 -0.1
H -1.737 0.269 -2.850 0.2 0.0 0.0
H -4.887 2.137 -2.143 0.0 0.3 -0.2
H 0.356 3.775 -0.566 -0.2 0.2 -0.8
H -1.719 3.155 -1.285 -0.7 0.6 -1.0
In -3.894 -5.021 1.655 0.0 -0.7 0.7
```
Forces are in eV/Å.

As for the multiplicity: 1. As for the charge: +3. For the total energy, the calculation gives -3492.00011 a.u. For the strongest force on any atom, the calculation gives 3.3 eV/Å.

Löwdin atomic charge list, values in e, 8 entries: atom 1 (C): -0.11, atom 2 (C): -0.24, atom 3 (C): -0.22, atom 4 (C): -0.21, atom 5 (C): -0.19, atom 6 (C): -0.18, atom 7 (C): -0.21, atom 8 (C): -0.19

Entry 2:
Below is a structure of composition C20H47F6HfO26S5 at a distorted geometry, with properties calculated with ωB97M-V with the def2-TZVPD basis set.

Structure (XYZ):
```
105
Properties=species:S:1:pos:R:3:forces:R:3
Hf -7.156 -0.995 -0.485 1.2 0.5 -0.4
C -3.551 -4.471 -4.662 -1.1 0.7 0.5
F -2.544 -3.535 -4.499 -1.0 -1.9 -0.3
F -3.439 -5.215 -5.764 0.8 0.8 0.8
F -3.638 -5.292 -3.596 0.7 0.7 -0.5
S -5.175 -3.542 -4.829 -1.5 0.9 -1.0
O -6.177 -4.570 -5.105 1.1 0.6 0.5
O -5.492 -2.793 -3.574 0.8 -0.7 -0.5
O -4.910 -2.647 -5.962 0.0 -0.7 1.3
C -4.338 4.266 -2.342 -3.1 0.2 0.8
F -3.331 3.623 -2.842 1.1 -0.3 0.5
F -4.434 4.232 -0.947 1.1 -0.1 -1.8
F -4.335 5.534 -2.739 0.3 -0.6 0.4
S -5.976 3.470 -2.909 -1.7 1.4 -2.4
O -6.992 4.321 -2.320 0.6 0.5 -0.2
O -5.967 3.422 -4.393 0.6 0.1 2.6
O -6.149 2.154 -2.326 1.0 -2.2 0.7
C -1.017 0.594 0.382 -0.8 0.5 -0.9
C -1.784 -0.629 -0.134 -2.6 0.7 3.5
C -1.065 -1.906 0.214 0.1 -2.9 0.7
O -3.179 -0.740 0.137 3.7 0.5 -1.5
H -0.040 0.419 -0.068 0.3 0.5 0.6
H -1.022 0.746 1.461 0.2 -0.6 0.1
H -1.427 1.520 -0.023 0.0 0.0 -0.2
H -1.475 -0.627 -1.179 -0.8 0.0 -1.5
H 0.018 -1.937 0.091 -0.1 0.4 -1.0
H -1.582 -2.738 -0.264 0.5 -0.1 -0.5
H -1.101 -2.250 1.247 -0.7 0.9 0.6
O 0.414 0.020 6.061 -0.3 -0.7 0.9
S 0.241 -0.943 7.135 2.1 0.1 0.3
O -0.284 -2.259 6.807 0.5 1.8 0.9
O 1.692 -1.128 7.960 -0.8 -0.1 -2.0
C 2.778 -0.168 7.740 -0.5 0.5 0.7
C 2.694 0.943 8.810 0.1 -0.4 0.1
C -0.511 -0.194 8.591 -1.0 -1.8 -0.8
H 2.796 0.263 6.739 -0.5 -0.2 -0.1
H 3.704 -0.738 7.817 -0.2 -0.1 0.3
H 2.316 0.599 9.773 0.5 -0.7 0.1
H 1.980 1.749 8.643 0.3 0.2 -0.9
H 3.706 1.322 8.949 -0.2 0.4 0.1
H -0.227 -0.918 9.355 0.4 0.5 0.3
H -1.572 -0.415 8.477 -0.3 0.9 0.0
H -0.198 0.840 8.736 -0.1 -0.3 -0.1
O 7.431 0.021 0.626 -0.7 0.4 0.4
S 6.773 0.595 -0.497 0.1 1.1 -3.8
O 5.413 0.261 -0.966 1.8 0.8 1.7
O 7.019 2.283 -0.444 -1.3 -1.2 0.2
C 6.134 3.188 -1.221 -0.4 -0.4 0.1
C 4.755 3.343 -0.644 -0.8 -0.5 1.1
C 7.847 0.310 -1.990 -1.0 0.8 1.0
H 6.010 2.822 -2.240 0.5 0.0 -0.1
H 6.575 4.185 -1.204 0.7 -0.4 -0.1
H 4.266 2.374 -0.552 0.0 0.0 -0.1
H 4.090 3.984 -1.223 0.3 0.0 -0.4
H 4.768 3.783 0.353 0.2 0.0 0.1
H 7.148 0.269 -2.825 0.2 -0.3 0.0
H 8.469 -0.577 -1.868 -0.1 0.2 0.0
H 8.383 1.258 -2.037 0.5 -0.4 -0.2
O 2.545 1.037 -7.364 -2.2 -0.6 0.2
S 1.092 0.904 -7.465 -0.1 0.7 -1.4
O 0.322 2.046 -8.001 1.3 -2.9 1.4
O 0.753 -0.419 -8.537 -0.5 4.2 1.6
C 1.143 -1.686 -8.170 -0.3 -2.2 -0.3
C 0.037 -2.701 -8.703 1.1 0.8 1.2
C 0.402 0.380 -5.753 -0.3 0.0 -0.8
H 1.362 -1.755 -7.105 -0.6 -0.2 0.3
H 2.118 -1.906 -8.605 0.0 -0.2 -0.4
H 0.284 -3.664 -8.257 0.1 -0.3 -0.5
H 0.003 -2.704 -9.793 0.3 -0.2 0.1
H -0.968 -2.471 -8.348 0.1 0.4 0.1
H 0.241 1.264 -5.136 0.5 0.3 -0.5
H 1.022 -0.328 -5.202 0.4 0.2 -0.5
H -0.593 -0.058 -5.827 0.0 -0.1 -0.7
O -5.770 -4.191 0.222 -0.4 0.9 -0.1
H -5.104 -4.340 0.893 0.2 0.1 0.3
H -5.940 -5.059 -0.144 -0.2 -0.3 -0.3
O -6.706 1.888 1.530 -0.2 -0.9 -0.4
H -6.993 2.798 1.444 -0.2 0.3 -0.3
H -5.947 1.930 2.112 0.4 -0.1 0.3
O -4.327 -2.624 4.930 -0.2 0.0 -0.3
H -3.601 -3.248 4.955 0.2 -0.2 0.1
H -4.300 -2.192 5.783 0.0 0.1 0.2
O -3.539 1.478 4.613 -0.3 0.0 -0.3
H -3.491 2.098 5.340 0.0 0.2 0.2
H -2.646 1.144 4.524 0.3 -0.2 0.0
C 0.356 7.234 4.039 0.0 2.2 -0.9
C 0.004 5.835 4.406 -1.0 0.3 1.8
O 1.200 5.461 5.050 -1.6 -4.3 1.6
C 2.173 6.239 4.787 3.6 -0.4 -1.8
O 3.343 6.044 4.821 1.4 -1.2 1.8
O 1.769 7.259 4.153 -1.6 3.8 -2.3
H 0.089 8.086 4.663 -1.0 -0.4 0.2
H 0.090 7.455 3.005 0.0 0.2 0.1
H -0.364 5.249 3.564 0.8 -0.4 0.0
H -0.710 5.721 5.222 -0.5 0.4 -0.4
C 2.112 -5.818 -2.476 0.4 0.2 0.7
C 3.300 -5.678 -1.490 -0.1 -0.2 -2.0
O 2.673 -5.863 -0.247 0.0 -0.1 2.0
C 1.515 -6.514 -0.338 -4.9 -0.4 0.7
O 0.636 -6.805 0.555 5.2 1.3 -4.3
O 1.239 -6.655 -1.725 -0.2 -0.7 1.8
H 2.386 -6.258 -3.434 -0.1 -0.2 0.2
H 1.554 -4.899 -2.655 0.3 0.3 0.0
H 3.862 -4.748 -1.572 -0.5 0.2 0.5
H 4.038 -6.454 -1.697 -0.1 -0.3 0.3
```
Forces are in eV/Å.

As for the multiplicity: 1. As for the charge: +1. For the total energy, the calculation gives -5383.57203 a.u. For the strongest force on any atom, the calculation gives 6.8 eV/Å. Its energy relative to the best compared isomer or geometry (same formula, charge and spin) is 22.2789 eV.

Löwdin atomic charge list, values in e, 8 entries: atom 1 (Hf): 1.81, atom 2 (C): -0.60, atom 3 (F): 0.09, atom 4 (F): 0.15, atom 5 (F): 0.12, atom 6 (S): 0.54, atom 7 (O): -0.25, atom 8 (O): -0.36